Density functional theory data (wB97M-V/def2-TZVPD) for a gas-phase ion, C5H15N2O (charge +1) in a non-equilibrium geometry.

Geometry as XYZ:
```
23
Properties=species:S:1:pos:R:3:nbo_charge:R:1
N 1.205 -0.202 -1.129 -0.678
C 0.048 0.717 -0.970 -0.085
C -1.134 0.337 -1.854 -0.076
O -0.585 -0.209 -3.046 -0.741
C -0.325 0.832 0.539 -0.244
N 0.790 0.457 1.382 -0.665
C 0.610 -0.814 2.105 -0.224
C -0.558 -0.829 3.073 -0.648
H 1.646 -0.032 -2.032 0.455
H 1.876 -0.084 -0.358 0.473
H 0.770 -1.129 -1.169 0.437
H 0.342 1.714 -1.274 0.223
H -1.748 -0.401 -1.337 0.179
H -1.716 1.230 -2.037 0.210
H -1.106 -0.959 -3.372 0.501
H -0.610 1.862 0.727 0.235
H -1.213 0.234 0.720 0.199
H 1.015 1.133 2.096 0.391
H 1.516 -1.000 2.679 0.219
H 0.555 -1.622 1.375 0.170
H -0.418 -1.478 3.931 0.243
H -0.701 0.170 3.499 0.213
H -1.540 -0.996 2.618 0.212
```

Output
Highest occupied orbital energy (eV): -13.48
E_LUMO (eV): -3.16
Gap between HOMO and LUMO (eV): 10.32
Multiplicity: 1
Energy above the lowest of the compared OMol25 structures with the same formula, charge and spin (eV): 1.312
Charge: +1